Here is the molecule C3H11N2PS in a non-equilibrium geometry from OMol25. Energies are from ωB97M-V/def2-TZVPD.

Last column: Mulliken charge in e.
CARTESIAN COORDINATES (ANGSTROEM)
C (-2.03, 0.86, -1.23)  -0.746
N (-0.91, 1.16, -0.37)  -0.194
P (-0.39, 0.09, 0.80)  0.036
N (1.02, 0.94, 1.22)  -0.281
C (1.03, 1.55, 2.54)  -0.867
S (0.96, -1.42, -0.60)  -0.297
C (0.67, -3.01, -1.61)  -0.766
H (-1.75, 0.20, -2.05)  0.268
H (-2.80, 0.36, -0.63)  0.278
H (-2.45, 1.78, -1.64)  0.288
H (-0.18, 1.72, -0.79)  0.314
H (1.85, 0.39, 1.03)  0.241
H (1.85, 2.27, 2.59)  0.298
H (0.09, 2.09, 2.67)  0.331
H (1.14, 0.84, 3.36)  0.311
H (-0.21, -3.52, -1.23)  0.253
H (0.55, -2.73, -2.64)  0.259
H (1.56, -3.59, -1.43)  0.275

Output
Kohn-Sham gap in eV: 8.6492
ΔE to the lowest compared entry with this formula, charge and spin in eV: 1.3733
2S+1: 1
Net charge: 0
HOMO energy in Eh: -0.2956
SMILES string: CNP(NC)SC

---

Here is a 2-piece molecular cluster, C3H11N2S overall in a non-equilibrium geometry from OMol25. Energies are from ωB97M-V/def2-TZVPD.

Last column: Löwdin spin population.
CARTESIAN COORDINATES (ANGSTROEM)
C (-1.76, -1.69, -1.06)  0.000
S (-0.70, -0.61, -0.05)  0.022
C (-0.94, -1.64, 1.60)  0.011
H (-2.68, -1.86, -0.58)  0.000
H (-1.92, -1.10, -1.99)  0.000
H (-1.30, -2.65, -1.26)  0.000
H (-1.97, -1.38, 1.84)  0.000
H (-0.22, -1.30, 2.32)  0.002
H (-0.71, -2.70, 1.52)  0.001
N (2.27, 0.89, 0.21)  0.225
C (1.72, 1.88, -0.44)  0.495
N (0.40, 2.13, -0.36)  0.138
H (1.74, 0.41, 0.97)  0.026
H (3.22, 0.78, 0.27)  0.011
H (2.48, 2.67, -0.84)  0.027
H (-0.02, 3.06, -0.35)  0.010
H (-0.32, 1.33, -0.61)  0.031

Output
Kohn-Sham gap (spin up / spin down) in eV: 5.4092 / 9.6142
ΔE to the lowest compared entry with this formula, charge and spin in eV: 1.4509
2S+1: 2
Net charge: 0
HOMO energy (spin up / spin down) in Eh: -0.1617 / -0.3206
⟨S²⟩: 0.754

---

Here is a 2-piece molecular cluster, C3H11N2S overall in a non-equilibrium geometry from OMol25. Energies are from ωB97M-V/def2-TZVPD.

Last column: Mulliken charge in e.
CARTESIAN COORDINATES (ANGSTROEM)
C (-3.29, -1.55, -1.10)  -0.212
N (-2.74, -1.73, 0.03)  -0.542
H (-3.39, -0.54, -1.49)  0.239
H (-3.69, -2.38, -1.69)  0.261
H (-2.52, -2.71, 0.19)  0.207
C (0.25, 0.13, 0.14)  -0.766
C (1.33, 1.06, 0.67)  -0.530
S (2.75, 0.91, -0.46)  -0.196
N (-0.96, 0.14, 1.02)  -0.236
H (0.58, -0.90, 0.02)  0.412
H (-0.07, 0.50, -0.83)  0.349
H (1.62, 0.78, 1.69)  0.380
H (0.97, 2.08, 0.68)  0.376
H (3.55, 1.77, 0.19)  0.165
H (-1.63, -0.66, 0.75)  0.321
H (-1.48, 1.01, 0.91)  0.397
H (-0.76, 0.09, 2.02)  0.375

Output
Kohn-Sham gap in eV: 9.5013
ΔE to the lowest compared entry with this formula, charge and spin in eV: 1.1849
2S+1: 1
Net charge: +1
HOMO energy in Eh: -0.4657

---

Here is a 3-piece molecular cluster, C3H11N2S overall in a non-equilibrium geometry from OMol25. Energies are from ωB97M-V/def2-TZVPD.

Last column: Mulliken charge in e.
CARTESIAN COORDINATES (ANGSTROEM)
C (-1.44, 0.57, -1.03)  -1.204
C (0.16, 2.15, 0.66)  -0.470
C (-0.32, 1.16, -0.34)  0.713
N (-1.72, -1.77, 0.37)  -0.727
N (0.87, 1.00, 0.03)  0.210
S (3.54, -0.95, -0.19)  -0.340
H (-1.08, -0.01, -1.81)  0.426
H (-2.06, 1.38, -1.37)  0.335
H (-2.09, -0.11, -0.45)  0.466
H (0.07, 2.11, 1.68)  0.301
H (0.42, 3.21, 0.23)  0.234
H (-1.14, -1.94, -0.44)  0.262
H (-2.42, -2.39, 0.52)  0.192
H (-1.08, -1.88, 1.12)  0.197
H (1.69, 0.39, -0.05)  0.080
H (2.66, -0.75, 0.83)  0.116
H (3.93, -2.17, 0.25)  0.209

Output
Kohn-Sham gap in eV: 9.3144
ΔE to the lowest compared entry with this formula, charge and spin in eV: 3.9926
2S+1: 1
Net charge: +1
HOMO energy in Eh: -0.5028

---

Here is a 2-piece molecular cluster, C3H11N3 overall in a non-equilibrium geometry from OMol25. Energies are from ωB97M-V/def2-TZVPD.

Last column: Mulliken charge in e.
CARTESIAN COORDINATES (ANGSTROEM)
C (-3.53, 1.14, -1.25)  -0.843
C (-2.66, 2.11, -0.91)  0.088
N (-1.27, 1.97, -0.92)  -0.501
H (-3.20, 0.14, -1.46)  0.269
H (-4.55, 1.37, -0.97)  0.245
H (-3.01, 3.11, -0.70)  0.308
H (-0.99, 1.01, -0.86)  0.178
H (-0.86, 2.61, -0.25)  0.255
N (3.27, -1.01, 1.08)  -0.622
C (2.07, -1.91, 1.09)  -0.275
N (1.08, -1.53, 0.15)  -0.520
H (3.71, -0.98, 0.17)  0.206
H (3.90, -1.34, 1.79)  0.217
H (1.79, -1.81, 2.15)  0.255
H (2.40, -2.95, 1.03)  0.255
H (1.49, -1.05, -0.64)  0.235
H (0.37, -0.90, 0.51)  0.249

Output
Kohn-Sham gap in eV: 9.2375
ΔE to the lowest compared entry with this formula, charge and spin in eV: 1.6660
2S+1: 1
Net charge: 0
HOMO energy in Eh: -0.3068
SMILES string: C=CN.NCN

---

Here is a 2-piece molecular cluster, C3H11N3 overall in a non-equilibrium geometry from OMol25. Energies are from ωB97M-V/def2-TZVPD.

Last column: Mulliken charge in e.
CARTESIAN COORDINATES (ANGSTROEM)
H (0.77, -2.49, 0.58)  0.289
N (1.65, -3.04, 0.64)  -0.685
C (2.32, -2.56, -0.34)  0.139
N (3.64, -2.85, -0.55)  -0.444
H (1.90, -1.70, -0.91)  0.215
H (4.00, -2.43, -1.44)  0.231
H (4.18, -3.42, 0.19)  0.256
C (-0.80, 1.41, 0.26)  -1.059
C (-2.01, 2.21, -0.27)  -0.283
N (-2.87, 2.14, 0.85)  -0.605
H (-0.94, 0.37, 0.11)  0.294
H (-0.43, 1.52, 1.23)  0.381
H (-0.01, 1.70, -0.41)  0.310
H (-2.53, 1.96, -1.27)  0.234
H (-1.75, 3.28, -0.43)  0.271
H (-3.80, 2.76, 0.77)  0.232
H (-3.31, 1.16, 1.00)  0.225

Output
Kohn-Sham gap in eV: 9.9768
ΔE to the lowest compared entry with this formula, charge and spin in eV: 2.0481
2S+1: 1
Net charge: 0
HOMO energy in Eh: -0.3354
SMILES string: [H]/N=C/N.CCN

---

Q: What is the formula in the second record?
A: C3H11N2S